# 1
Computed, not measured: C11H24CaNO8P as an isolated structure, with ωB97M-V with the def2-TZVPD basis set.

Structure (XYZ):
```
46
Properties=species:S:1:pos:R:3:forces:R:3
Ca -0.1420 0.5044 1.0302 -1.2 0.9 1.5
P 0.6228 0.8424 3.3821 -2.8 2.8 4.8
O 0.1691 2.1180 2.6608 0.7 2.7 -2.2
O 1.5999 0.2504 2.3757 3.0 -1.9 -0.5
O -0.6750 0.0629 3.2530 -1.8 -3.6 -1.1
O 0.7526 1.1371 4.8842 2.4 -0.7 -0.6
O -3.7618 2.5811 -0.2762 -0.7 0.3 -1.5
C -3.0506 1.8397 0.5807 -0.1 0.9 6.4
O -2.0799 1.2204 0.1499 1.9 -1.8 -3.6
O -3.2664 1.9111 1.7989 -1.6 0.3 -1.1
H -3.2621 2.3096 -1.0497 -0.3 0.4 -1.0
C -2.5232 -3.3234 0.7819 -0.2 0.0 0.8
C -1.1883 -3.9944 0.5998 1.0 -0.6 -0.3
C -0.1388 -2.9313 0.8839 0.0 0.8 0.1
O -0.8027 -1.6687 0.7006 -0.4 -1.7 -0.9
C -2.1794 -1.8780 1.1108 -0.1 1.2 0.2
H -2.9942 -3.8201 1.6302 -0.6 0.3 -0.2
H -3.1154 -3.3976 -0.1302 -0.2 -0.1 0.2
H -1.1205 -4.3623 -0.4240 0.3 0.0 -0.1
H -0.9842 -4.8460 1.2488 -0.3 -0.1 0.1
H 0.7048 -3.0556 0.2048 0.1 0.5 -0.2
H 0.2695 -2.9128 1.8943 -0.2 -0.3 0.2
H -2.7886 -1.1318 0.6008 0.1 -0.1 -0.4
H -2.2568 -1.5596 2.1504 0.2 -0.4 0.4
C 0.1671 -1.0621 -2.3149 0.2 0.1 -0.1
C 1.4092 -0.4763 -1.6609 -0.3 -0.2 0.8
N 1.1837 0.7879 -0.9252 0.6 -0.1 -1.0
C 0.6684 1.8498 -1.7940 -0.3 0.8 -0.1
C 0.4143 3.1893 -1.0569 1.1 -0.8 -0.4
C 2.4134 1.2022 -0.1962 0.5 0.3 -0.2
C 3.5458 1.7830 -1.0449 0.5 -0.1 -0.4
H -0.0066 -0.7134 -3.3329 -0.2 0.2 0.1
H -0.6792 -0.8907 -1.6498 -0.2 0.1 -0.3
H 0.3166 -2.1413 -2.3492 -0.1 -0.1 -0.2
H 1.6664 -1.2526 -0.9403 0.3 0.3 0.5
H 2.2702 -0.4632 -2.3291 0.1 0.4 -0.4
H 1.3841 1.9567 -2.6091 0.1 0.4 -0.4
H -0.2916 1.6228 -2.2577 0.0 -0.8 0.2
H 1.3735 3.5203 -0.6587 -0.3 0.2 0.5
H 0.1329 3.9757 -1.7572 -0.4 -0.2 -0.1
H -0.3330 3.0342 -0.2787 0.1 0.3 0.1
H 2.7319 0.3259 0.3684 0.1 0.3 0.2
H 2.1901 1.9878 0.5257 -0.5 -0.4 0.3
H 4.3737 2.1858 -0.4615 -0.2 -0.1 0.6
H 3.2299 2.6348 -1.6472 -0.1 -0.1 -0.2
H 4.0506 1.0475 -1.6714 -0.2 -0.1 -0.4
```
Forces are in eV/Å.

Summary:
Energy above the lowest of the compared OMol25 structures with the same formula, charge and spin ... 56.1 kcal/mol
Frontier orbital gap ... 3.5 eV
HOMO level ... 0.945 eV
LUMO energy ... 4.413 eV
2S+1 ... 1
Charge ... -2

# 2
Computed, not measured: a 2-piece molecular cluster, C37H37ClN3O5PS overall, with ωB97M-V with the def2-TZVPD basis set.

Structure (XYZ):
```
85
Properties=species:S:1:pos:R:3:forces:R:3
C 6.5449 2.3628 5.9058 -0.4 0.0 -0.4
C 5.9849 2.9981 4.6130 -0.3 -0.2 1.1
C 4.4893 2.6983 4.4931 0.3 0.4 -0.2
Cl 3.5956 3.6326 5.7843 0.0 0.0 0.1
C 3.7974 3.0011 3.1889 0.0 -0.5 -0.2
C 3.9974 4.1810 2.4609 0.3 0.6 0.0
N 4.8699 5.1993 2.9153 -1.0 -0.1 0.2
C 3.3388 4.3862 1.2492 -0.2 -0.5 -0.1
C 2.4232 3.4839 0.7302 0.4 0.0 0.1
C 1.7227 3.8198 -0.5512 -0.4 0.1 0.1
C 2.1668 2.3326 1.4806 0.0 0.0 0.0
C 2.8580 2.0992 2.6766 0.2 0.4 -0.1
C 2.5235 0.8173 3.3558 -0.3 0.4 -0.3
O 3.3227 0.0856 3.8689 0.5 -0.5 0.5
C 1.0739 0.4755 3.3291 -0.1 0.0 -0.1
C 0.4892 -0.0971 4.4409 -0.1 0.0 -0.3
C -0.8657 -0.3635 4.4082 0.2 0.2 -0.1
O -1.4844 -0.9248 5.4894 -0.3 0.1 -0.1
C -1.6385 -0.0854 3.2706 -0.4 -0.4 -0.1
C -3.1209 -0.3989 3.3730 0.6 0.6 -0.1
C -3.9456 0.8118 3.7566 -0.4 0.2 0.0
C -5.3345 0.7597 3.6199 0.0 0.1 0.1
C -6.1372 1.8449 3.9462 0.1 0.1 0.0
C -5.5670 3.0259 4.4058 0.7 -0.1 0.1
C -4.1851 3.0920 4.5520 -0.2 -0.4 -0.2
C -3.3877 1.9918 4.2316 -0.1 0.3 0.1
C -1.0221 0.4500 2.1269 0.4 0.3 0.3
P -1.9174 0.8063 0.6010 0.4 -0.9 -0.6
O -3.4442 1.1273 0.9097 -0.1 0.2 0.1
O -1.3988 2.2104 0.0687 -0.1 0.2 0.3
S -1.7859 -0.6661 -0.6769 -0.3 -0.2 -0.1
C 0.3560 0.7392 2.1708 -0.3 0.1 0.3
C 1.1578 1.3309 1.0518 0.2 0.1 0.7
O 0.9965 0.9803 -0.0850 -0.2 -0.2 -0.9
H 5.9475 1.5039 6.2073 0.1 -0.2 0.0
H 6.4799 3.0767 6.7179 0.2 0.1 0.2
H 7.5722 2.0463 5.7681 0.2 0.0 0.1
H 6.5274 2.6443 3.7438 -0.1 0.0 -0.3
H 6.1057 4.0622 4.7369 0.3 0.3 -0.5
H 4.3537 1.6659 4.7613 -0.2 -0.1 0.0
H 4.6970 5.3545 3.9051 0.4 -0.1 0.1
H 4.6019 6.0656 2.4623 0.3 0.0 -0.1
H 3.5222 5.2841 0.6782 0.1 0.2 0.1
H 1.5449 2.9588 -1.1787 0.1 -0.1 -0.1
H 2.2640 4.5793 -1.1041 0.2 0.0 -0.1
H 0.7458 4.2460 -0.3191 -0.1 0.0 0.0
H 1.0832 -0.3226 5.3118 0.1 -0.1 0.1
H -1.2603 -0.4429 6.2918 0.1 -0.1 0.1
H -3.2433 -1.1616 4.1295 -0.1 -0.3 0.0
H -3.4481 -0.7751 2.4111 -0.3 -0.3 0.0
H -5.7993 -0.1469 3.2555 0.0 -0.1 0.0
H -7.2099 1.7853 3.8442 -0.1 -0.1 -0.1
H -6.1487 3.8971 4.6626 -0.3 0.0 0.0
H -3.7187 3.9983 4.9023 0.1 0.1 0.1
H -2.3216 2.1006 4.3699 0.2 -0.1 -0.1
H -3.9923 0.4955 0.4264 -0.1 0.0 0.1
H -2.1452 2.6742 -0.3357 0.1 0.2 0.0
C 2.3621 -5.1770 -9.7212 0.0 0.1 0.0
N 1.3992 -4.8304 -8.6458 0.1 -0.1 0.0
C 0.7191 -3.6749 -8.7305 -0.1 0.0 0.0
C -0.2046 -3.3283 -7.7730 0.0 0.1 0.1
C -0.4469 -4.1867 -6.7026 0.1 -0.1 -0.2
C 0.2841 -5.3687 -6.6328 -0.1 0.0 0.1
C 1.2021 -5.6665 -7.6157 -0.1 0.0 0.0
C -1.4632 -3.8648 -5.6689 -0.1 0.0 0.2
C -2.5158 -4.7405 -5.4122 0.1 -0.1 0.0
C -3.4246 -4.4454 -4.4209 0.1 0.0 0.0
N -3.3058 -3.3226 -3.6963 -0.1 -0.1 0.0
C -2.3154 -2.4523 -3.9365 0.1 0.1 0.0
C -1.3812 -2.6976 -4.9170 0.1 0.0 -0.1
C -4.2541 -3.0250 -2.5934 0.0 0.0 0.0
H 3.0960 -4.3796 -9.8004 0.0 0.0 0.0
H 1.8115 -5.2857 -10.6521 0.0 0.0 0.0
H 2.8552 -6.1101 -9.4723 0.0 0.0 0.0
H 0.9294 -3.0455 -9.5838 0.0 0.0 0.0
H -0.7420 -2.3960 -7.8797 0.0 0.0 0.0
H 0.1538 -6.0622 -5.8134 0.0 0.0 0.0
H 1.7878 -6.5738 -7.5961 0.0 0.0 -0.1
H -2.6404 -5.6528 -5.9793 0.0 0.0 0.0
H -4.2512 -5.1002 -4.1877 0.0 0.0 0.0
H -2.2829 -1.5696 -3.3110 0.0 0.1 0.1
H -0.5829 -1.9830 -5.0648 0.0 0.0 0.0
H -4.7142 -2.0600 -2.7857 0.0 0.0 0.0
H -3.6945 -2.9981 -1.6604 0.0 0.1 0.0
H -5.0121 -3.8002 -2.5564 0.0 0.0 0.0
```
Forces are in eV/Å.

Summary:
Frontier orbital gap ... 3.9 eV
HOMO level ... -11.302 eV
LUMO energy ... -7.387 eV
2S+1 ... 1
Charge ... +2

# 3
Computed, not measured: C8H17MnN2 as an isolated structure, with ωB97M-V with the def2-TZVPD basis set.

Structure (XYZ):
```
28
Properties=species:S:1:pos:R:3:forces:R:3
C 2.1673 1.1841 -1.2573 1.3 -0.7 2.8
Mn 0.2748 0.2550 -1.3976 -1.1 -0.9 -0.5
N -0.9757 -1.7921 -1.5066 -0.2 0.3 -0.7
N 0.2066 0.1748 -3.6800 -2.5 0.4 1.1
H -1.9526 -1.5746 -1.2896 0.3 -0.1 -0.1
H 1.8446 -0.0372 -0.8572 0.8 1.7 -0.2
H 2.7738 1.6573 -0.3993 -0.9 -1.3 -1.1
H 1.4926 1.9880 -1.4607 -1.3 0.8 -0.4
H 2.8273 1.0996 -2.0781 0.6 -0.3 -0.9
H -0.7458 0.3627 -4.0540 1.0 0.0 0.4
H 0.4842 -0.6771 -4.0833 0.7 -1.2 -0.7
H 0.7991 0.9066 -3.9555 0.9 1.1 -0.8
H -0.9991 -2.3629 -2.3762 0.1 0.6 0.9
H -0.6524 -2.3973 -0.7632 0.1 -0.1 0.1
C -0.9881 1.0790 -0.0164 -0.6 0.6 -0.7
C -0.5755 0.3697 1.2271 -3.3 0.0 -1.1
C -1.5683 -0.4291 1.8436 1.7 0.3 0.4
C -1.3464 -0.9694 3.0931 -1.4 0.2 0.0
C -0.1831 -0.7117 3.7679 1.7 -0.6 0.4
C 0.8257 -0.0038 3.1130 0.0 0.3 0.3
C 0.5903 0.5799 1.8759 3.1 1.0 0.0
H -2.0444 0.8558 -0.4483 1.7 0.3 1.0
H -0.8107 2.1870 0.0003 -0.1 -1.0 -0.1
H -2.5069 -0.5095 1.3831 -1.2 -0.3 -0.6
H -2.1747 -1.4602 3.5891 0.1 -0.3 0.0
H 0.0210 -1.1670 4.7504 -0.2 0.4 -0.5
H 1.7937 0.1723 3.5692 -0.2 -0.1 0.2
H 1.4227 1.2200 1.4105 -1.4 -1.0 0.8
```
Forces are in eV/Å.

Summary:
Frontier orbital gap (spin up / spin down) ... 7.4 / 7.8 eV
HOMO level (spin up / spin down) ... -11.826 / -10.771 eV
LUMO energy (spin up / spin down) ... -4.378 / -2.943 eV
2S+1 ... 4
Charge ... +1

| no. | E (eV) |
| --- | --- |
| 1 | -57398.2986 |
| 2 | -86312.3827 |
| 3 | -42863.8349 |